[1]
Molecular formula: C24H45NO9S2
Method: DFT, ωB97M-V/def2-TZVPD

The geometry in ORCA input format:
```
! wB97M-V def2-TZVPD RIJCOSX def2/J DEFGRID3
* xyz 0 1
C 0.65465 0.79369 1.08100
S -0.43377 2.06546 1.93924
O 0.53190 3.17289 2.35555
O -1.01929 1.53630 3.24068
C -1.69748 2.78240 0.77508
O -1.46930 3.94066 0.32919
O -2.86786 2.14116 0.30426
C -3.42643 1.21439 1.27674
N -4.73231 0.61265 0.84110
C -5.03845 -0.34536 1.67465
S -5.07983 -1.53704 2.85069
H 1.09485 1.25427 0.12046
H 0.05861 -0.12818 0.75806
H 1.48506 0.50274 1.82806
H -2.69301 0.33611 1.41154
H -3.58767 1.77441 2.27757
C 0.83922 6.51641 0.44892
C 0.66732 6.54118 -1.05291
C 2.02608 7.02736 -1.51799
O 2.98354 6.56453 -0.55660
C 2.28069 6.07299 0.59415
H 0.13750 5.85602 0.96056
H 0.71631 7.52708 0.85329
H 0.48698 5.52605 -1.42213
H -0.15207 7.17792 -1.39154
H 2.07190 8.12172 -1.53680
H 2.28974 6.65075 -2.50943
H 2.36119 4.98070 0.59464
H 2.74898 6.45708 1.50321
C 2.87385 -3.41105 0.89333
C 3.14073 -3.73270 2.34650
C 2.29196 -2.69956 3.05929
O 1.16697 -2.42764 2.21071
C 1.41235 -3.01018 0.92246
H 3.07376 -4.24250 0.21518
H 3.48900 -2.55972 0.58245
H 2.77569 -4.73905 2.57686
H 4.19571 -3.68104 2.62183
H 2.84087 -1.76134 3.19874
H 1.94109 -3.04595 4.03370
H 0.75937 -3.88360 0.82031
H 1.15822 -2.29167 0.13906
C 2.32602 -5.90746 7.88132
C 3.17233 -4.67910 7.63200
C 3.19069 -4.61168 6.11802
O 1.95121 -5.16931 5.66193
C 1.30386 -5.81767 6.76538
H 1.87204 -5.93451 8.87344
H 2.93528 -6.80918 7.75854
H 2.67152 -3.79464 8.03942
H 4.17106 -4.73683 8.06835
H 4.00330 -5.21756 5.70278
H 3.29272 -3.58963 5.74540
H 0.44752 -5.20163 7.06034
H 0.93650 -6.79750 6.45222
C -3.81597 -1.33491 -2.26928
C -3.31511 -0.57690 -3.47826
C -1.94336 -0.12474 -3.02037
O -1.46280 -1.11800 -2.10163
C -2.54784 -1.99174 -1.75993
H -4.60554 -2.05340 -2.49708
H -4.19797 -0.63112 -1.52239
H -3.21856 -1.25886 -4.32998
H -3.95940 0.25209 -3.77607
H -1.99762 0.82872 -2.48418
H -1.23898 -0.01890 -3.84850
H -2.37244 -2.95315 -2.25503
H -2.56338 -2.15423 -0.67923
C -0.66389 1.72534 -8.37748
C -1.80570 0.73462 -8.37298
C -1.95380 0.43058 -6.89544
O -1.55780 1.61368 -6.18586
C -0.92304 2.51082 -7.10808
H -0.63164 2.35477 -9.26851
H 0.28986 1.19279 -8.29937
H -2.71529 1.21497 -8.74855
H -1.61705 -0.15629 -8.97461
H -1.28748 -0.38295 -6.58809
H -2.97786 0.16391 -6.62303
H -1.61020 3.34402 -7.29093
H -0.00656 2.90604 -6.66433
*
```

Results
E_LUMO = -1.0 eV
Calculated total energy = -67199.0185 eV
Gap between HOMO and LUMO = 0.2948 Eh
M = 555.76 u

Atomic charges from the Löwdin analysis, expressed in e, are listed below: atom 1 (C): -0.1192, atom 2 (S): 0.7801, atom 3 (O): -0.3605, atom 4 (O): -0.3591, atom 5 (C): -0.3973, atom 6 (O): 0.0879, atom 7 (O): -0.0229, atom 8 (C): -0.2208, atom 9 (N): 0.0368, atom 10 (C): -0.6269, atom 11 (S): 0.6666, atom 12 (H): 0.0953, atom 13 (H): 0.0678, atom 14 (H): 0.0983, atom 15 (H): 0.1349, atom 16 (H): 0.1603, atom 17 (C): -0.1778, atom 18 (C): -0.1812, atom 19 (C): -0.2114, atom 20 (O): -0.1432, atom 21 (C): -0.2001, atom 22 (H): 0.0924, atom 23 (H): 0.1167, atom 24 (H): 0.1109, atom 25 (H): 0.1145, atom 26 (H): 0.1146, atom 27 (H): 0.1138, atom 28 (H): 0.1118, atom 29 (H): 0.1180, atom 30 (C): -0.1750, atom 31 (C): -0.1763, atom 32 (C): -0.2022, atom 33 (O): -0.1522, atom 34 (C): -0.2056, atom 35 (H): 0.1155, atom 36 (H): 0.1159, atom 37 (H): 0.1185, atom 38 (H): 0.1164, atom 39 (H): 0.1169, atom 40 (H): 0.0994, atom 41 (H): 0.1200, atom 42 (H): 0.1068, atom 43 (C): -0.1793, atom 44 (C): -0.1762, atom 45 (C): -0.2127, atom 46 (O): -0.1502, atom 47 (C): -0.2020, atom 48 (H): 0.1146, atom 49 (H): 0.1160, atom 50 (H): 0.1182, atom 51 (H): 0.1152, atom 52 (H): 0.1204, atom 53 (H): 0.1074, atom 54 (H): 0.1188, atom 55 (H): 0.1174, atom 56 (C): -0.1742, atom 57 (C): -0.1756, atom 58 (C): -0.1955, atom 59 (O): -0.1521, atom 60 (C): -0.2052, atom 61 (H): 0.1166, atom 62 (H): 0.0932, atom 63 (H): 0.1115, atom 64 (H): 0.1201, atom 65 (H): 0.1150, atom 66 (H): 0.1090, atom 67 (H): 0.1171, atom 68 (H): 0.1116, atom 69 (C): -0.1802, atom 70 (C): -0.1788, atom 71 (C): -0.2154, atom 72 (O): -0.1493, atom 73 (C): -0.2031, atom 74 (H): 0.1146, atom 75 (H): 0.1165, atom 76 (H): 0.1171, atom 77 (H): 0.1150, atom 78 (H): 0.1172, atom 79 (H): 0.1128, atom 80 (H): 0.1179, atom 81 (H): 0.1182

[2]
Molecular formula: C24H46AsF6N7O7
Method: DFT, ωB97M-V/def2-TZVPD

The geometry in ORCA input format:
```
! wB97M-V def2-TZVPD RIJCOSX def2/J DEFGRID3
* xyz 4 1
N -0.51271 1.93766 1.68112
O -0.31303 2.25175 2.82456
O 0.14857 2.51721 0.78471
O -1.26143 1.04408 1.41815
C 3.79838 4.69793 2.51286
C 3.15875 3.78739 1.47674
O 2.90368 4.12034 0.30230
N 2.59478 2.43547 1.99604
H 2.57880 2.52777 3.00168
H 1.63692 2.32656 1.69478
C 3.50715 1.26746 1.55178
H 3.61695 5.60699 1.93946
H 4.83461 4.77688 2.84164
H 3.16184 5.00944 3.34105
H 2.94035 0.81764 0.73661
H 3.71405 0.55953 2.35434
H 4.49212 1.51930 1.15867
C -4.67409 -5.25627 0.65937
C -3.86418 -4.24456 -0.18867
O -3.00667 -4.58122 -0.88954
N -4.28512 -2.76896 -0.03366
H -4.03154 -2.25523 -0.86544
H -5.27901 -2.59951 0.02612
C -3.43370 -2.00949 0.95478
H -4.88971 -4.92398 1.67485
H -4.05833 -6.14179 0.81684
H -5.54004 -5.64725 0.12516
H -3.37186 -0.94291 0.73867
H -2.45284 -2.48020 1.02135
H -3.79720 -2.22439 1.95967
C 0.34598 1.56503 6.05986
C -0.95174 0.82230 6.12468
O -1.43616 0.29528 7.07907
N -1.63434 0.66986 4.71268
H -1.00872 0.98200 3.98379
H -1.75635 -0.32286 4.57229
C -2.98765 1.32413 4.83773
H 0.18621 2.61177 5.80120
H 1.08386 1.18808 5.35165
H 0.88309 1.42251 6.99757
H -3.38920 1.26138 3.82634
H -2.76041 2.37463 5.01918
H -3.63176 0.76110 5.51318
C 0.14463 5.22699 -1.42194
C -1.32697 4.91994 -1.63392
O -1.97741 5.53634 -2.48170
N -2.01569 3.97982 -0.57933
H -1.34472 3.87219 0.16786
H -2.80492 4.30231 -0.03784
C -2.55177 2.67651 -1.22586
H 0.40331 5.99804 -2.14765
H 0.70332 4.29123 -1.40412
H 0.15649 5.44990 -0.35504
H -1.63452 2.24825 -1.63003
H -3.29169 2.90895 -1.99175
H -2.95948 2.11384 -0.38606
C -0.00367 -0.63858 -1.11622
N 0.52577 -1.65659 -2.03311
C 1.77307 -2.25545 -1.73674
C 2.21545 -3.21527 -2.57434
C 1.51471 -3.53692 -3.72494
C 0.27242 -3.03569 -3.95113
C -0.19400 -2.01945 -3.12925
C 2.10202 -4.50363 -4.68623
C 1.51462 -5.71676 -4.97925
C 2.20075 -6.71274 -5.71993
N 3.38171 -6.43592 -6.28650
C 3.98439 -5.18279 -6.09576
C 3.35701 -4.23513 -5.25398
C 4.14293 -7.45523 -7.04987
H 0.02156 -0.90518 -0.05962
H -1.04236 -0.43385 -1.37566
H 0.55783 0.28730 -1.24098
H 2.19386 -2.03551 -0.76671
H 3.04285 -3.83554 -2.26280
H -0.33295 -3.33663 -4.79337
H -1.09934 -1.48749 -3.38178
H 0.52393 -5.91805 -4.59921
H 1.66079 -7.62832 -5.91112
H 5.00177 -5.09378 -6.44705
H 3.78086 -3.30779 -4.89791
H 4.85256 -7.85530 -6.32567
H 4.74588 -7.08216 -7.87775
H 3.53908 -8.32895 -7.29499
As -1.04438 6.29282 3.29603
F 0.42635 5.06224 3.20965
F -0.20853 6.99275 4.71060
F -2.35469 7.52063 3.43835
F -1.74663 5.42290 1.92371
F -1.97679 5.31575 4.38689
F -0.08774 7.34713 2.23883
*
```

Results
E_LUMO = -11.5 eV
Calculated total energy = -127499.2193 eV
Gap between HOMO and LUMO = 0.2360 Eh
M = 733.58 u

Atomic charges from the Löwdin analysis, expressed in e, are listed below: atom 1 (N): -0.6118, atom 2 (O): 0.0174, atom 3 (O): -0.0559, atom 4 (O): -0.0047, atom 5 (C): 0.0378, atom 6 (C): -0.2982, atom 7 (O): 0.1236, atom 8 (N): 0.1061, atom 9 (H): 0.1544, atom 10 (H): 0.0667, atom 11 (C): 0.0418, atom 12 (H): 0.1064, atom 13 (H): 0.1122, atom 14 (H): 0.0989, atom 15 (H): 0.0771, atom 16 (H): 0.0991, atom 17 (H): 0.1098, atom 18 (C): 0.0525, atom 19 (C): -0.3802, atom 20 (O): 0.2075, atom 21 (N): 0.1089, atom 22 (H): 0.1621, atom 23 (H): 0.1892, atom 24 (C): 0.0203, atom 25 (H): 0.0969, atom 26 (H): 0.1061, atom 27 (H): 0.1150, atom 28 (H): 0.0994, atom 29 (H): 0.1038, atom 30 (H): 0.1110, atom 31 (C): 0.0331, atom 32 (C): -0.3533, atom 33 (O): 0.2065, atom 34 (N): 0.0734, atom 35 (H): 0.0804, atom 36 (H): 0.1609, atom 37 (C): 0.0393, atom 38 (H): 0.1131, atom 39 (H): 0.0840, atom 40 (H): 0.1129, atom 41 (H): 0.0900, atom 42 (H): 0.1175, atom 43 (H): 0.1172, atom 44 (C): 0.0473, atom 45 (C): -0.3097, atom 46 (O): 0.1564, atom 47 (N): 0.0951, atom 48 (H): 0.0880, atom 49 (H): 0.1620, atom 50 (C): 0.0312, atom 51 (H): 0.1216, atom 52 (H): 0.0770, atom 53 (H): 0.0946, atom 54 (H): 0.0812, atom 55 (H): 0.1094, atom 56 (H): 0.0801, atom 57 (C): -0.0016, atom 58 (N): -0.0587, atom 59 (C): 0.0607, atom 60 (C): 0.0413, atom 61 (C): -0.1398, atom 62 (C): 0.0585, atom 63 (C): 0.0445, atom 64 (C): -0.1536, atom 65 (C): 0.0599, atom 66 (C): 0.0494, atom 67 (N): -0.0595, atom 68 (C): 0.0904, atom 69 (C): 0.0688, atom 70 (C): 0.0489, atom 71 (H): 0.0967, atom 72 (H): 0.0871, atom 73 (H): 0.1085, atom 74 (H): 0.1503, atom 75 (H): 0.1561, atom 76 (H): 0.1523, atom 77 (H): 0.1523, atom 78 (H): 0.1367, atom 79 (H): 0.1601, atom 80 (H): 0.1551, atom 81 (H): 0.1369, atom 82 (H): 0.1206, atom 83 (H): 0.1228, atom 84 (H): 0.1173, atom 85 (As): 0.8982, atom 86 (F): -0.3770, atom 87 (F): -0.2718, atom 88 (F): -0.2618, atom 89 (F): -0.2910, atom 90 (F): -0.2709, atom 91 (F): -0.2702

Question: What is the formula in the second record?
Answer: C24H46AsF6N7O7